A 2-piece molecular cluster, C3H2Cl2S overall, computed with ωB97M-V with the def2-TZVPD basis set.

Each line ends with the natural charge from an NBO analysis.
Positions of all 8 atoms, in Å:
C 0.24 0.22 0.98  -0.11
C -1.11 0.74 -1.34  -0.35
C 1.02 -0.77 0.85  -0.21
S -2.50 0.01 -1.47  0.20
Cl 2.13 -1.40 1.98  0.05
Cl 1.13 -1.47 -0.77  0.00
H -0.25 1.01 1.48  0.22
H -0.65 1.66 -1.72  0.20

energy above the lowest of the compared OMol25 structures with the same formula, charge and spin = 99.5 kcal per mole
Kohn-Sham gap (spin up / spin down) = 8.387 / 7.091 eV
HOMO energy (spin up / spin down) = -8.87 / -8.02 eV
E_LUMO (spin up / spin down) = -0.482 / -0.932 eV


C15H30IMoNOP2 as an isolated structure, computed with ωB97M-V with the def2-TZVPD basis set.

Each line ends with the Mulliken spin population.
Positions of all 51 atoms, in Å:
Mo 0.04 -0.44 0.77  1.67
P -1.13 -1.99 -1.79  -0.03
P 0.42 1.46 2.21  -0.05
N 1.50 -0.21 -0.14  0.14
H -0.98 -1.02 -0.58  0.03
C -1.65 -0.93 -3.14  0.04
H -2.20 -1.53 -3.88  0.01
H -0.74 -0.52 -3.59  0.00
H -2.29 -0.13 -2.73  -0.01
C -2.47 -3.05 -1.23  0.00
H -2.91 -3.61 -2.07  0.00
H -3.25 -2.40 -0.79  0.00
H -2.12 -3.77 -0.47  0.00
C 0.41 -2.83 -2.15  0.00
H 0.26 -3.59 -2.93  0.01
H 0.83 -3.34 -1.27  0.00
H 1.18 -2.14 -2.52  0.00
C 0.21 3.20 1.71  0.02
H 0.64 3.91 2.43  0.00
H -0.87 3.38 1.60  0.00
H 0.68 3.34 0.74  0.00
C -0.49 1.38 3.79  0.00
H -0.17 2.18 4.47  0.00
H -0.36 0.40 4.26  0.00
H -1.56 1.51 3.57  0.00
C 2.18 1.07 2.48  0.00
H 2.57 1.79 3.20  0.00
H 2.77 1.13 1.57  0.01
H 2.34 0.06 2.88  0.00
C 2.75 -0.32 -0.73  -0.07
C 4.35 0.42 -2.35  -0.04
C 3.07 0.48 -1.83  0.07
C 3.64 -1.30 -0.25  0.08
C 4.94 -1.35 -0.77  -0.04
C 5.29 -0.49 -1.82  0.08
H 4.63 1.06 -3.19  0.00
H 2.29 1.10 -2.26  0.01
H 3.30 -2.01 0.50  0.01
H 5.66 -2.07 -0.38  0.00
H 6.29 -0.56 -2.27  0.01
C -3.81 2.08 0.84  -0.03
O -3.39 3.23 1.07  0.00
C -4.31 1.62 -0.53  -0.03
H -5.04 0.81 -0.39  0.00
H -3.49 1.27 -1.20  0.03
H -4.82 2.45 -1.03  0.00
C -3.69 0.94 1.83  0.02
H -3.51 1.30 2.84  0.00
H -2.83 0.29 1.57  0.01
H -4.60 0.33 1.85  0.00
I 0.50 -2.60 2.10  0.04

Kohn-Sham gap (spin up / spin down) = 5.301 / 5.550 eV
HOMO energy (spin up / spin down) = -5.00 / -5.47 eV
multiplicity = 3
E_LUMO (spin up / spin down) = 0.305 / 0.084 eV


C23H32N4O2 as an isolated structure, computed with ωB97M-V with the def2-TZVPD basis set.

Each line ends with the natural charge from an NBO analysis.
Positions of all 61 atoms, in Å:
C -6.34 -2.44 -0.78  -0.66
C -6.42 -1.85 0.52  -0.06
O -5.36 -0.88 0.85  -0.48
C -5.37 0.23 0.26  0.29
C -6.40 0.67 -0.64  -0.30
C -6.30 2.03 -0.97  -0.16
C -5.16 2.68 -0.64  -0.27
C -4.09 2.25 -0.16  -0.16
C -4.29 0.99 0.41  -0.07
C -3.09 0.31 1.33  -0.24
N -1.89 0.83 0.76  -0.42
C -1.76 -0.01 -0.59  -0.24
C -0.36 0.15 -1.31  -0.40
H -0.46 1.47 -1.44  0.18
H -0.25 -0.27 -2.24  0.22
C 0.78 0.17 -0.18  -0.01
N 1.31 -1.33 -0.12  -0.18
C 2.47 -1.72 -0.34  0.28
C 2.56 -2.93 -0.26  -0.34
C 1.10 -3.21 0.31  -0.04
N 0.40 -2.14 0.12  -0.26
H 0.55 -4.09 0.62  0.20
H 3.24 -3.63 -0.25  0.22
N 3.53 -0.84 -0.68  -0.54
C 4.17 0.27 -0.35  0.64
O 3.78 0.52 0.92  -0.68
C 5.45 0.45 -0.75  -0.35
H 5.30 0.90 -1.85  0.23
C 5.79 1.94 0.00  -0.31
H 5.29 2.10 0.85  0.23
H 5.74 2.92 -0.84  0.19
C 7.30 1.77 0.18  -0.39
C 7.44 0.35 0.66  -0.41
H 6.90 0.00 1.58  0.22
C 6.58 -0.41 -0.48  -0.40
H 7.27 -0.23 -1.34  0.21
H 6.29 -1.33 -0.38  0.21
H 8.43 -0.04 0.96  0.22
H 7.97 2.06 -0.52  0.21
H 7.49 2.56 1.23  0.19
H 4.21 -1.36 -1.45  0.38
C 0.43 0.92 1.30  -0.38
C -0.83 0.29 1.68  -0.27
H -0.97 0.71 2.63  0.20
H -0.76 -0.68 1.78  0.20
H 1.56 0.59 1.72  0.26
H 0.58 1.82 0.95  0.21
H 1.83 0.58 -0.73  0.21
H -2.49 0.19 -1.24  0.19
H -1.74 -1.13 -0.25  0.19
H -3.28 -0.67 1.41  0.19
H -3.12 0.86 2.28  0.20
H -2.95 2.80 0.04  0.25
H -4.86 3.71 -1.12  0.19
H -6.92 2.48 -1.50  0.19
H -7.31 0.43 -0.46  0.20
H -6.55 -2.70 1.21  0.21
H -7.63 -1.34 0.67  0.14
H -7.16 -3.05 -1.05  0.23
H -5.29 -2.97 -0.64  0.21
H -6.35 -1.73 -1.72  0.23

energy above the lowest of the compared OMol25 structures with the same formula, charge and spin = 506.4 kcal per mole
Kohn-Sham gap = 8.584 eV
HOMO energy = -8.04 eV
E_LUMO = 0.541 eV


Looking at max |F| for the records above, in order, we have 2.3 2.8 14.0 eV Å⁻¹.